[1]
Density functional theory data (ωB97M-V/def2-TZVPD) for one molecule with the formula H2O.

The value obtained for the total energy is -76.43087 hartree. Its frontier orbital gap is 12.603 eV. Its relative energy (zero: lowest compared OMol25 entry of this formula, charge and spin) is 7.2 kJ/mol. The LUMO energy comes out at 1.07 eV.

Geometry as ORCA input:
```
! wB97M-V def2-TZVPD RIJCOSX def2/J DEFGRID3
* xyz 0 1
H 0.36641 -0.74503 0.01870
O 0.29132 0.22853 0.06529
H -0.65773 0.51650 -0.08400
*
```

Quick look at the natural (NBO) charges, all values in e:
1 H 0.4762
2 O -0.9541
3 H 0.4778


[2]
Density functional theory data (ωB97M-V/def2-TZVPD) for C15H26ClO2P2RuTe as an isolated structure.

The value obtained for the total energy is -2242.69018 hartree. Its frontier orbital gap (spin up / spin down) is 5.365 / 3.813 eV. The LUMO energy (spin up / spin down) comes out at -7.01 / -11.33 eV.

Geometry as ORCA input:
```
! wB97M-V def2-TZVPD RIJCOSX def2/J DEFGRID3
* xyz 2 6
C -0.68847 0.74564 0.92427
C -2.56485 2.57646 -2.52644
C -0.00258 -2.11111 1.68128
H -1.59465 -4.10998 0.16566
O -0.81803 1.13442 2.01999
C 2.61772 0.50253 1.66143
C -0.81442 3.56647 -0.54721
H 2.33536 0.83515 5.05281
P -0.93675 2.20264 -1.76786
C 3.30605 -0.71804 1.60009
H 0.83811 -1.44827 1.93479
H -0.90080 -1.77883 2.21841
H 1.81640 2.07655 2.90785
H -3.36662 2.36655 -1.80743
H 1.24980 2.70666 -2.75821
C -1.79920 -3.12685 -0.28054
H -2.65260 -2.66014 0.22762
C 0.98546 -3.05470 -0.86170
H 0.83685 -4.11866 -0.63112
H -3.32670 -1.52235 -1.75999
H 0.16545 3.56782 -0.04721
H 3.60405 -1.09381 0.62245
H -1.59832 3.43150 0.21239
H -2.70740 1.95238 -3.41680
H 1.96220 -2.73149 -0.48553
H 4.05986 -2.38728 2.76140
H 0.22295 1.71404 -3.82278
H -2.60493 3.63516 -2.81458
Ru -0.59048 0.13260 -0.82130
H -3.57984 0.13691 -2.40945
C 2.29223 1.09499 2.89981
P -0.33655 -2.05352 -0.11097
O -3.36968 0.32822 0.33704
H -2.03210 -3.25129 -1.34561
C 0.22817 2.56803 -3.13182
H 0.24813 -3.13814 1.98288
C -2.88749 -0.52414 -1.87589
H -0.09252 3.46587 -3.67970
C 3.19357 -0.85946 4.02243
H -1.96958 -0.62913 -2.50284
C 2.58428 0.40089 4.08173
H 0.95583 -2.91576 -1.94862
Te 2.10514 1.48592 -0.13974
H 3.39017 -1.40785 4.94578
C -2.57031 0.07083 -0.52965
C 3.56633 -1.41307 2.79069
Cl 2.21526 -0.17235 -1.97063
H -0.97453 4.52799 -1.05717
*
```

Here are the natural (NBO) charges for atoms 1 to 8, given in e:
1 C 0.4809
2 C -0.9325
3 C -0.9522
4 H 0.2615
5 O -0.5223
6 C -0.3878
7 C -0.9534
8 H 0.2662


[3]
Density functional theory data (ωB97M-V/def2-TZVPD) for C3H3LiMnO3 as an isolated structure.

The value obtained for the total energy is -1499.88653 hartree. Its frontier orbital gap (spin up / spin down) is 7.308 / 6.589 eV. Its relative energy (zero: lowest compared OMol25 entry of this formula, charge and spin) is 609.5 kJ/mol. The LUMO energy (spin up / spin down) comes out at -4.02 / -4.90 eV.

Geometry as ORCA input:
```
! wB97M-V def2-TZVPD RIJCOSX def2/J DEFGRID3
* xyz 1 7
H 1.08261 1.66638 -1.06303
H 1.66593 -0.38339 1.29211
Mn -0.27173 -2.31216 -0.34885
C 0.10202 0.17725 0.24907
O -0.91874 1.95426 -0.46195
C -1.27819 1.34120 0.61924
H -0.16495 0.64990 -1.92081
C 0.15725 1.08826 -0.96994
Li -0.26152 0.66647 2.75028
O 1.02781 0.33951 1.31003
O -1.07772 -0.44467 0.57316
*
```

Here are the natural (NBO) charges for atoms 1 to 8, given in e:
1 H 0.2451
2 H 0.4961
3 Mn 0.8741
4 C 0.0924
5 O -0.4930
6 C 0.3647
7 H 0.2248
8 C -0.1293


[4]
Density functional theory data (ωB97M-V/def2-TZVPD) for C24H32CsN4SSi as an isolated structure.

The value obtained for the total energy is -1860.64571 hartree. Its frontier orbital gap is 5.651 eV. Its relative energy (zero: lowest compared OMol25 entry of this formula, charge and spin) is 99.3 kJ/mol. The LUMO energy comes out at 2.11 eV.

Geometry as ORCA input:
```
! wB97M-V def2-TZVPD RIJCOSX def2/J DEFGRID3
* xyz -1 1
H 2.64255 1.89809 0.21444
H 0.13945 -0.04961 -6.27296
C -2.22915 -3.01221 3.12714
H 5.23485 0.14959 2.33834
C -0.80325 1.30699 -2.84436
C -1.14015 -2.54371 5.18134
H -3.43485 -2.04541 0.78864
C -2.48215 -1.51021 0.63764
H -1.42045 4.71219 -1.69346
C 2.77025 -2.27691 3.95894
H -3.84475 2.96229 -1.69046
C -1.27765 -3.55841 0.28804
H -2.50595 -0.60761 1.24784
H 3.49245 -0.05781 -1.00446
C -0.14355 0.35209 -5.31136
C 4.52805 -0.51801 2.81574
N -1.30895 -2.29211 0.98754
H -4.46965 2.17339 -3.12506
C -2.21225 -3.11021 4.50714
H -1.30335 1.96329 -6.13046
N 2.96285 -0.00111 1.01604
H 4.31995 -2.71361 5.34964
H 0.70945 -1.51941 5.04504
C 0.27965 -0.23201 -4.13486
C -0.08555 -1.99871 4.49064
C 3.27115 -0.66661 2.26014
C -1.48235 4.91529 -2.75636
H 4.89105 -0.12741 0.08614
C 3.84405 -0.44841 -0.04696
H -2.01495 5.85179 -2.89336
C 2.29245 -1.49561 2.87394
H 5.88625 -1.02771 4.40184
C -4.01905 3.08879 -2.75286
H -2.13115 -4.21341 0.53674
H 2.12545 -3.04171 4.36744
H -3.09295 -3.37781 2.58544
N -0.02625 0.21289 -2.92376
H -0.36055 -4.08231 0.55644
C -2.86935 4.16419 -5.37466
H -1.99975 4.45629 -5.95456
H -0.46965 5.04589 -3.12666
C -0.95385 1.48459 -5.22516
C -0.00435 -2.01391 3.07434
H -1.13185 -2.52771 6.26524
H 2.29285 1.72739 1.95004
H -3.49805 5.04149 -5.26466
N 1.04785 -1.56191 2.35624
Cs 0.34175 -0.28361 0.01864
H -3.02615 -3.58231 5.04084
Si -2.37845 3.48359 -3.64966
H -2.42355 -1.22041 -0.41246
C -1.18405 -2.45581 2.41474
H -3.42645 3.43369 -5.95256
H 0.90965 -1.11901 -4.15966
C -1.29835 1.97869 -3.99046
C 4.02515 -2.11461 4.49574
S -1.22305 1.93359 -1.33156
H 3.97355 1.84709 1.39164
H -4.73515 3.89459 -2.88586
H -1.28905 -3.38111 -0.79066
C 4.91255 -1.19351 3.95954
H 3.83135 -1.53781 -0.07936
C 2.97525 1.44179 1.14944
*
```

Here are the Mulliken charges for atoms 1 to 8, given in e:
1 H 0.3883
2 H 0.3684
3 C -0.1195
4 H 0.2882
5 C 0.1646
6 C -0.6561
7 H 0.3125
8 C -1.1163


Q: What is the formula in the third record?
A: C3H3LiMnO3